70
Properties=species:S:1:pos:R:3:forces:R:3:nbo_charge:R:1 method="wB97M-V/def2-TZVPD" total_energy_ev=-85895.869
C -2.91878 -1.67562 1.77734 -0.050 -0.085 0.082 -0.36
C -2.68713 -0.76729 0.84908 0.063 0.164 0.188 -0.19
C -1.55576 0.25427 0.88579 -0.359 0.109 -0.451 -0.33
S -1.43001 1.05028 2.52434 -0.100 -0.285 0.236 0.01
C -1.90580 1.30611 -0.19095 0.304 -0.055 0.221 0.80
O -2.86702 2.01372 -0.19423 -0.377 0.098 -0.187 -0.58
O -0.98648 1.31397 -1.17371 0.192 0.128 0.422 -0.50
C 0.30108 0.83189 -0.61597 -0.850 0.715 -0.516 -0.12
C 0.99851 2.06987 0.01798 0.604 -0.231 0.223 -0.25
N 1.25957 1.97605 1.46132 -0.233 0.493 -0.058 -0.64
C 0.67963 3.10349 2.21948 0.291 0.102 -0.011 -0.42
B 1.15861 0.32399 -1.87750 0.146 -0.387 0.073 1.18
O 0.65212 0.29196 -3.15540 -0.054 -0.007 0.245 -0.93
O 2.48007 0.02326 -1.67799 -0.169 -0.085 0.023 -0.91
C -0.18935 -0.26613 0.34433 0.105 -0.976 -0.305 -0.45
S -0.53084 -1.72977 -0.82689 0.262 0.188 -0.133 -0.01
B 0.86321 -0.97561 1.29956 0.100 0.767 0.413 1.24
O 2.22690 -1.01483 0.97165 -0.210 -0.247 -0.176 -0.97
O 0.39896 -1.57192 2.41588 0.174 -0.042 -0.206 -0.72
C 1.26432 -2.36061 3.23658 -0.003 -0.218 0.360 -0.06
C 1.61490 -3.70369 2.59693 0.174 0.137 0.027 -0.64
H -2.40848 -1.65467 2.73328 0.195 -0.238 -0.153 0.21
H -3.62976 -2.47000 1.58203 -0.215 0.221 0.237 0.21
H -3.34618 -0.70782 -0.01259 0.330 -0.216 -0.186 0.21
H -2.66114 0.73054 2.94065 -0.150 0.033 -0.187 0.17
H 0.42035 2.96796 -0.21781 -0.099 -0.175 -0.038 0.22
H 1.95704 2.18367 -0.50088 -0.080 0.160 0.062 0.20
H 2.26009 2.05133 1.59418 -0.017 -0.407 0.071 0.37
H 0.60398 2.83004 3.27443 0.006 0.086 -0.098 0.21
H 1.29193 4.01019 2.13379 -0.066 -0.004 -0.038 0.17
H -0.32569 3.31705 1.85727 0.172 0.040 0.087 0.21
H 0.44638 -0.59522 -3.46298 0.089 0.073 -0.119 0.51
H 2.72931 0.04167 -0.74130 0.081 0.135 -0.068 0.51
H 0.12155 -2.68963 -0.15582 -0.118 -0.036 0.115 0.13
H 2.40589 -1.60096 0.22550 0.124 0.005 0.085 0.51
H 0.71904 -2.52427 4.16818 -0.055 0.075 -0.125 0.19
H 2.16587 -1.79646 3.48559 -0.056 0.004 -0.110 0.19
H 0.85764 -3.97583 1.85663 0.015 -0.046 0.114 0.21
H 2.59395 -3.67036 2.11362 -0.139 0.002 -0.086 0.22
H 1.65095 -4.48827 3.35510 -0.024 0.022 -0.077 0.22
O 5.97336 -0.28621 -0.96796 -0.009 -0.013 0.051 -0.95
S 6.11325 -1.40875 -1.86397 0.004 -0.047 -0.082 2.17
O 5.95134 -2.75133 -1.36360 -0.030 0.014 0.080 -0.95
C 5.05807 -1.14558 -3.27850 -0.034 0.054 -0.168 -0.69
C 5.93319 -0.38187 -4.26502 0.085 0.008 0.075 -0.40
C 7.30903 -1.06371 -4.22444 -0.033 0.008 0.033 -0.40
C 7.67686 -1.25999 -2.74787 0.103 -0.003 -0.160 -0.67
H 4.17841 -0.60839 -2.93414 -0.028 -0.027 -0.012 0.29
H 4.78144 -2.12756 -3.66298 0.010 -0.013 0.028 0.24
H 5.50193 -0.38962 -5.26473 0.010 0.001 -0.004 0.23
H 6.02575 0.65902 -3.94768 -0.029 0.004 -0.004 0.22
H 7.25091 -2.03330 -4.72268 -0.015 -0.007 0.014 0.21
H 8.06817 -0.47596 -4.73847 0.005 -0.008 -0.003 0.22
H 8.25553 -2.16195 -2.56584 -0.015 0.003 0.068 0.25
H 8.19675 -0.39761 -2.33515 -0.057 0.015 0.045 0.25
O -7.14469 -0.63369 1.87324 0.015 -0.032 0.073 -0.95
S -6.38018 0.58589 1.78231 0.086 0.100 -0.248 2.17
O -5.23274 0.79085 2.62721 0.044 -0.071 0.253 -0.95
C -5.92565 0.86916 0.07468 -0.033 0.091 -0.117 -0.69
C -7.08867 1.67307 -0.49501 -0.059 -0.040 0.052 -0.40
C -7.43931 2.71635 0.57461 0.018 -0.016 -0.001 -0.40
C -7.50202 1.98825 1.92269 -0.071 0.174 -0.055 -0.67
H -5.77102 -0.09456 -0.40629 -0.012 -0.034 0.071 0.25
H -4.99794 1.44339 0.07880 -0.026 -0.041 0.024 0.28
H -6.81973 2.13862 -1.44190 0.007 0.007 0.003 0.23
H -7.94502 1.01802 -0.67201 0.005 -0.002 -0.011 0.21
H -6.66070 3.48050 0.60429 0.021 -0.019 0.001 0.21
H -8.38304 3.21549 0.35877 0.002 0.008 0.005 0.22
H -7.17092 2.60336 2.75549 0.010 -0.061 0.042 0.25
H -8.49179 1.58576 2.12964 0.025 -0.068 -0.009 0.24